Entry from the OMol25 dataset: C22H31BrClCoN3O8S2Si2 as an isolated structure (wB97M-V/def2-TZVPD).

Summary:
- 2S+1: 2
- Charge: -2
- M: 760.10 g/mol
- E_HOMO (spin up / spin down): -1.1 / -1.1 eV
- Calculated total energy: -7415.36323 Eh
- Gap between HOMO and LUMO (spin up / spin down): 0.16643 / 0.16656 hartree
- Energy relative to the best compared isomer or geometry (same formula, charge and spin): 136.18 kJ/mol

The geometry in XYZ format:
```
71
Properties=species:S:1:pos:R:3:forces:R:3:lowdin_charge:R:1
Co 1.638 -1.801 0.450 -0.33 -0.13 0.58 0.2079
O -2.346 -3.106 -4.165 0.02 0.07 0.02 0.0658
C -1.471 -2.845 -3.157 -0.02 -0.04 -0.05 -0.3097
C -1.691 -1.866 -2.206 0.01 0.05 0.04 0.0085
C -0.745 -1.675 -1.223 0.00 -0.11 0.19 -0.0834
N 0.384 -2.404 -1.127 0.31 -0.07 -0.12 -0.0185
C 0.566 -3.345 -2.052 -0.10 0.01 -0.07 -0.6992
Br 2.126 -4.406 -1.984 0.03 0.01 0.04 0.8396
C -0.316 -3.609 -3.084 0.00 0.04 0.05 -0.0565
H -3.065 -2.467 -4.111 0.01 -0.02 -0.01 0.1090
H -2.571 -1.232 -2.213 -0.01 -0.01 0.02 0.1141
H -0.940 -0.947 -0.423 -0.03 0.07 -0.11 0.0612
H -0.108 -4.380 -3.808 -0.01 -0.01 0.00 0.1036
O 5.662 -1.760 -0.933 -0.18 -0.01 0.13 0.0088
C 4.457 -1.512 -0.821 0.14 0.23 -0.29 -0.6529
O 3.545 -2.190 -0.289 -0.02 -0.39 0.08 -0.1518
C 3.976 -0.215 -1.473 0.21 0.15 -0.05 -0.0974
C 4.800 0.904 -1.476 -0.01 -0.03 0.07 0.0804
C 4.359 2.059 -2.089 0.02 0.25 -0.07 -0.1087
C 3.146 2.146 -2.750 0.08 0.07 0.00 0.0716
C 2.379 1.003 -2.765 -0.35 0.19 -0.17 -0.1174
C 2.754 -0.157 -2.122 -0.06 -0.33 -0.03 0.0583
N 1.108 1.019 -3.536 0.43 0.01 0.04 -0.3277
O 0.793 2.065 -4.076 -0.12 -0.24 0.10 0.0657
O 0.491 -0.026 -3.619 -0.04 0.27 -0.02 0.0745
N 5.230 3.261 -2.085 -0.16 -0.19 -0.02 -0.3478
O 4.832 4.247 -2.683 0.15 -0.09 0.12 0.0551
O 6.293 3.190 -1.501 -0.12 0.09 -0.09 0.0720
H 5.766 0.853 -0.995 0.01 0.00 -0.02 0.1341
H 2.825 3.051 -3.239 0.00 0.01 0.01 0.1251
H 2.108 -1.026 -2.160 0.10 0.11 0.04 0.1035
C 1.167 2.763 3.931 0.02 0.06 0.06 -0.1511
O 1.830 1.921 3.002 -0.09 -0.05 -0.01 -0.2783
C 1.614 0.588 3.074 -0.05 0.03 -0.14 -1.2786
S 0.702 -0.100 4.254 0.01 -0.05 0.04 0.5938
S 2.501 -0.184 1.802 0.20 -0.12 -0.18 0.6680
H 1.270 3.769 3.528 0.02 0.02 0.01 0.0825
H 1.640 2.697 4.914 -0.03 -0.02 0.01 0.0746
H 0.117 2.489 4.032 -0.01 0.00 -0.05 0.0531
Cl 1.334 -3.515 3.160 -0.01 -0.02 -0.15 0.3970
C 1.304 -3.479 1.355 0.04 0.05 0.00 -0.6664
H 0.343 -3.906 1.066 -0.02 -0.01 0.05 -0.0098
H 2.116 -4.131 1.034 0.01 -0.02 -0.02 -0.0249
C -2.534 1.772 -1.283 0.04 0.06 -0.03 -0.1989
Si -1.654 1.755 0.422 -0.05 0.17 -0.14 0.3257
C -2.586 3.117 1.366 -0.07 0.09 0.02 -0.2074
C 0.086 2.384 0.048 0.06 0.04 -0.02 -0.1778
C -1.656 0.181 1.232 0.13 -0.16 -0.24 -0.3852
Si -3.032 -0.657 1.965 -0.25 -0.09 0.11 0.3108
C -4.583 -0.728 0.848 -0.03 0.00 0.01 -0.2086
C -2.608 -2.449 2.372 0.01 -0.09 0.04 -0.1912
C -3.727 0.102 3.566 -0.02 -0.04 0.11 -0.2064
H -2.843 2.778 -1.594 0.03 -0.02 0.02 0.0118
H -3.424 1.136 -1.253 -0.03 -0.01 -0.01 -0.0027
H -1.861 1.387 -2.057 -0.04 -0.07 -0.02 0.0007
H -2.446 4.121 0.950 0.01 -0.04 -0.03 0.0097
H -2.270 3.120 2.412 -0.01 0.03 0.01 0.0093
H -3.660 2.895 1.344 -0.01 0.02 0.06 0.0096
H 0.091 3.039 -0.830 0.02 0.04 -0.01 0.0186
H 0.741 1.529 -0.146 0.05 0.03 -0.03 -0.0041
H 0.530 2.926 0.887 -0.01 -0.04 -0.02 0.0140
H -0.696 -0.290 1.453 0.08 0.21 0.21 -0.0460
H -4.352 -1.238 -0.093 -0.02 0.01 0.00 0.0001
H -4.929 0.282 0.606 0.00 0.00 -0.03 0.0066
H -5.414 -1.257 1.329 0.03 0.01 0.00 0.0090
H -2.459 -3.019 1.449 0.02 -0.02 0.01 0.0130
H -3.394 -2.943 2.953 0.01 0.00 -0.01 0.0131
H -1.676 -2.496 2.943 -0.01 -0.01 -0.01 0.0066
H -4.156 1.087 3.360 0.02 0.02 0.01 0.0045
H -2.910 0.238 4.280 -0.02 0.01 0.01 0.0107
H -4.501 -0.517 4.036 0.00 0.02 -0.02 0.0067
```
Positions in Å, forces in eV/Å.

***

Entry from the OMol25 dataset: C22H31CsFN5O6S as an isolated structure (wB97M-V/def2-TZVPD).

Summary:
- Charge: -2
- M: 645.49 g/mol
- E_HOMO: -2.0 eV
- Calculated total energy: -2100.40019 Eh
- Gap between HOMO and LUMO: 0.21969 hartree
- Energy relative to the best compared isomer or geometry (same formula, charge and spin): 0.00 kJ/mol

The geometry in XYZ format:
```
67
Properties=species:S:1:pos:R:3:forces:R:3:lowdin_charge:R:1
Cs -1.069 -0.853 -1.484 0.36 -0.06 0.06 1.0530
S -2.084 -3.369 3.802 0.08 0.01 -0.18 0.8857
C -2.981 -1.922 3.951 0.05 -0.06 -0.01 -0.5010
C -2.784 -1.101 2.881 -0.10 0.15 0.00 -0.2868
C -1.893 -1.564 1.849 0.05 -0.03 0.00 -0.1790
C -1.435 -2.800 2.220 -0.17 0.14 0.21 -0.5281
C -0.516 -3.696 1.513 0.08 -0.11 -0.03 -0.3185
C -0.282 -5.011 1.952 0.02 0.00 -0.03 -0.0741
C 0.591 -5.821 1.254 -0.04 0.02 0.04 -0.1055
C 1.220 -5.325 0.122 0.03 -0.01 -0.04 -0.0871
C 0.937 -4.020 -0.255 -0.04 0.02 0.07 -0.1349
N 0.104 -3.225 0.417 -0.06 -0.02 0.03 0.0716
H -3.603 -1.757 4.820 -0.01 0.02 0.01 0.0360
H -3.298 -0.141 2.834 0.00 -0.02 0.03 0.0559
H -0.793 -5.389 2.827 0.00 0.01 0.00 0.0616
H 0.775 -6.837 1.589 0.00 0.00 0.00 0.0911
H 1.912 -5.923 -0.456 0.00 0.01 -0.01 0.0892
H 1.410 -3.575 -1.124 0.01 0.01 -0.03 0.0854
C 1.029 0.442 1.186 -0.08 0.04 0.05 -0.1222
N 2.180 -0.090 0.485 0.10 0.03 0.05 -0.2737
C 2.873 -1.065 1.308 -0.02 -0.01 -0.03 -0.1016
C 3.098 0.950 0.055 0.04 0.00 -0.04 -0.2078
C 2.435 2.099 -0.695 -0.05 -0.04 -0.09 -0.2195
N 1.587 1.692 -1.802 0.15 0.16 0.04 -0.2592
C 0.778 2.811 -2.250 -0.12 -0.13 -0.04 -0.1126
C 2.370 1.155 -2.903 -0.02 -0.06 0.02 -0.0970
H 1.322 1.017 2.081 0.02 0.04 0.04 0.0915
H 0.359 -0.363 1.494 0.00 -0.04 -0.06 0.0483
H 0.479 1.109 0.520 -0.07 -0.02 0.04 0.0495
H 3.275 -0.608 2.231 -0.01 0.00 0.00 0.0821
H 3.700 -1.505 0.747 -0.01 0.01 -0.02 0.0846
H 2.180 -1.860 1.580 -0.01 -0.02 0.02 0.0775
H 3.862 0.474 -0.567 0.01 0.03 0.00 0.1115
H 3.623 1.401 0.920 -0.01 -0.02 0.04 0.1177
H 3.241 2.775 -1.044 0.02 0.03 -0.01 0.1179
H 1.827 2.684 -0.002 -0.01 -0.01 0.01 0.1056
H 1.397 3.656 -2.607 0.04 0.00 0.01 0.0804
H 0.119 3.153 -1.453 0.01 0.01 0.03 0.0682
H 0.132 2.486 -3.067 0.00 0.02 0.00 0.0850
H 3.015 1.936 -3.352 0.01 0.03 0.00 0.0813
H 1.702 0.757 -3.667 -0.01 -0.02 0.00 0.0848
H 2.988 0.323 -2.568 -0.05 0.05 -0.06 0.0609
C 1.080 -2.472 -4.609 -0.05 0.07 -0.05 -0.3784
O 0.764 -1.947 -3.387 0.07 -0.08 -0.12 -0.5713
H 2.136 -2.289 -4.916 -0.01 -0.01 0.01 0.0512
H 0.463 -2.056 -5.437 0.02 -0.01 -0.01 0.0420
H 0.945 -3.576 -4.681 0.02 0.00 0.04 0.0446
F -0.078 3.364 2.454 0.09 -0.03 0.04 0.0704
C -1.288 3.629 1.939 -0.08 0.01 -0.04 -0.1849
C -2.078 2.654 1.467 0.03 -0.04 0.01 0.0575
N -3.331 2.904 0.968 0.01 0.01 -0.01 0.0065
C -3.996 1.833 0.227 0.03 0.02 -0.08 -0.0382
C -3.251 1.510 -1.098 -0.25 -0.14 0.06 -0.7847
O -2.301 2.258 -1.401 0.09 -0.10 -0.01 -0.0590
O -3.687 0.496 -1.679 -0.10 0.26 -0.07 -0.1712
C -3.801 4.185 0.837 -0.07 -0.02 0.12 -0.4721
O -4.879 4.485 0.356 0.00 0.01 -0.05 0.0594
N -2.965 5.159 1.360 0.07 0.03 -0.03 0.2093
C -1.697 5.015 1.903 -0.05 -0.04 0.06 -0.4137
O -1.068 5.979 2.303 0.04 0.01 -0.01 0.0561
H -1.770 1.610 1.479 -0.03 0.09 -0.02 0.1427
H -5.007 2.160 0.001 0.00 -0.03 0.04 0.1195
H -4.031 0.937 0.845 0.02 -0.03 -0.01 0.1126
H -3.304 6.105 1.271 -0.01 0.00 0.00 0.1575
O 2.839 -1.861 -1.853 0.01 0.02 -0.16 -0.1654
H 2.062 -1.892 -2.525 -0.02 -0.12 0.06 -0.0273
H 2.464 -1.293 -1.165 -0.03 -0.03 0.14 -0.0311
```
Positions in Å, forces in eV/Å.

***

Entry from the OMol25 dataset: C22H31FN7NiOSSi as an isolated structure (wB97M-V/def2-TZVPD).

Summary:
- 2S+1: 3
- Charge: +1
- M: 547.38 g/mol
- E_HOMO (spin up / spin down): -9.5 / -9.4 eV
- Calculated total energy: -3611.14276 Eh
- Gap between HOMO and LUMO (spin up / spin down): 0.23059 / 0.22335 hartree

The geometry in XYZ format:
```
65
Properties=species:S:1:pos:R:3:forces:R:3:lowdin_charge:R:1
Ni -0.544 -0.291 -1.052 -0.28 -0.53 -0.02 0.5828
C -1.306 -4.664 -1.482 -0.01 0.04 -0.08 0.0043
C -0.798 -3.258 -1.443 -0.25 -0.15 -0.06 -0.2775
N -1.549 -2.229 -1.420 0.51 0.37 0.06 0.0088
N -2.892 -2.350 -1.489 -0.40 -0.12 0.16 0.0116
C -3.642 -1.244 -1.737 0.00 0.09 -0.05 -0.8353
N -4.963 -1.441 -1.820 0.16 -0.06 0.01 0.1197
S -2.954 0.260 -1.928 0.17 0.18 -0.10 0.7292
C 0.641 -2.960 -1.590 0.32 0.06 -0.05 -0.2311
C 1.641 -3.861 -1.267 -0.17 -0.03 -0.02 0.0036
C 2.954 -3.547 -1.586 0.08 0.11 -0.05 -0.0211
C 3.212 -2.369 -2.260 -0.02 -0.13 0.03 -0.0176
C 2.155 -1.502 -2.502 0.03 0.19 0.09 -0.0976
N 0.904 -1.760 -2.141 -0.06 0.16 0.23 0.0889
H -2.168 -4.802 -0.829 0.06 -0.02 0.05 0.0854
H -0.538 -5.369 -1.179 -0.04 -0.02 0.01 0.0822
H -1.599 -4.918 -2.505 0.01 -0.01 0.00 0.1116
H -3.322 -3.262 -1.519 0.10 -0.09 0.02 0.1442
H -5.388 -2.347 -1.720 -0.05 0.02 0.03 0.1184
H -5.545 -0.644 -2.008 -0.05 -0.02 -0.02 0.1072
H 1.413 -4.787 -0.758 -0.02 0.00 -0.05 0.1149
H 3.757 -4.223 -1.326 -0.01 -0.01 -0.01 0.1214
H 4.210 -2.110 -2.581 -0.01 0.04 0.02 0.1186
H 2.326 -0.559 -3.003 -0.02 0.11 0.09 0.1218
C -0.976 -3.092 1.574 -0.12 0.22 0.09 -0.1612
Si -0.482 -1.293 1.940 -0.09 0.14 -0.05 0.4339
C 0.236 -1.390 3.683 0.05 0.11 -0.18 -0.1865
C -2.059 -0.249 2.045 0.24 -0.38 0.10 -0.1742
N 0.476 -0.631 0.638 -0.29 -0.30 -0.04 -0.1268
C 1.711 -0.043 0.732 0.30 0.29 -0.06 -0.3075
C 2.612 -0.247 1.805 -0.09 -0.06 -0.29 -0.0360
C 3.861 0.343 1.854 0.05 0.01 0.04 -0.0912
C 4.307 1.176 0.839 0.07 0.05 0.03 -0.1049
C 3.458 1.429 -0.227 0.02 0.03 -0.05 -0.0435
C 2.214 0.843 -0.250 -0.18 -0.18 0.34 -0.2421
F 1.388 1.188 -1.307 0.65 -0.48 -0.33 -0.0460
H -1.184 -3.589 2.524 -0.02 -0.03 -0.01 0.0379
H -0.179 -3.649 1.077 0.04 0.02 0.05 0.0202
H -1.884 -3.153 0.970 0.01 -0.03 0.07 0.0083
H -0.534 -1.818 4.331 -0.06 0.02 -0.06 0.0368
H 0.514 -0.423 4.104 0.04 0.01 -0.05 0.0387
H 1.103 -2.052 3.742 -0.06 -0.01 0.03 0.0295
H -2.800 -0.730 2.691 -0.01 0.02 -0.03 0.0342
H -2.505 -0.108 1.059 -0.11 0.06 -0.06 -0.0203
H -1.841 0.736 2.462 0.03 0.00 -0.05 0.0296
H 2.306 -0.907 2.600 0.09 0.02 -0.01 0.0676
H 4.502 0.145 2.704 -0.01 -0.03 0.00 0.1063
H 5.288 1.629 0.879 0.00 0.00 -0.01 0.1009
H 3.750 2.082 -1.040 -0.04 0.00 0.00 0.1181
N -0.776 1.718 -0.480 -0.43 0.41 0.16 0.1329
C -0.700 2.770 -0.010 -0.17 -0.16 0.02 -0.1898
N -0.636 3.941 0.569 -0.04 0.08 0.15 -0.0688
C -1.824 4.810 0.564 -0.05 0.17 -0.20 -0.0940
C -1.696 5.815 -0.575 0.06 -0.10 0.10 -0.1791
O -0.489 6.545 -0.456 -0.01 0.00 0.00 -0.1178
C 0.647 5.704 -0.528 -0.06 -0.12 0.09 -0.1768
C 0.634 4.679 0.601 0.14 0.15 -0.18 -0.0882
H -1.851 5.336 1.519 -0.01 -0.05 0.03 0.1354
H -2.721 4.202 0.459 0.02 -0.03 0.04 0.1349
H -2.509 6.538 -0.543 -0.01 0.00 -0.02 0.1332
H -1.722 5.282 -1.536 -0.02 0.04 -0.01 0.1317
H 1.521 6.348 -0.446 0.01 -0.01 -0.02 0.1336
H 0.672 5.183 -1.495 0.01 0.03 -0.01 0.1319
H 0.696 5.188 1.564 0.00 -0.05 0.03 0.1363
H 1.465 3.981 0.508 -0.02 -0.04 0.05 0.1288
```
Positions in Å, forces in eV/Å.

***

Entry from the OMol25 dataset: a 2-piece molecular cluster, C22H31IN2O10 overall at a distorted geometry (wB97M-V/def2-TZVPD).

Summary:
- Charge: -2
- M: 610.40 g/mol
- E_HOMO: 0.4 eV
- Calculated total energy: -2016.32547 Eh
- Gap between HOMO and LUMO: 0.06550 hartree

The geometry in XYZ format:
```
66
Properties=species:S:1:pos:R:3:forces:R:3:lowdin_charge:R:1
C 4.000 -0.199 1.149 -0.01 0.45 -0.31 0.0046
C 3.876 -0.491 -0.310 0.23 0.12 -0.15 -0.4449
O 4.841 -0.640 -1.042 -0.60 -0.44 0.18 0.0654
N 2.550 -0.670 -0.784 0.92 0.47 -0.17 0.0729
C 2.475 -1.115 -2.162 -0.65 -1.55 -0.44 -0.3941
C 2.971 -0.217 -3.262 0.18 -0.09 0.06 0.0076
O 1.993 -2.208 -2.419 0.61 1.36 0.43 0.0955
C 1.622 0.391 -0.538 -0.47 -0.22 0.13 -0.1074
C 0.314 0.078 -0.281 -0.14 0.27 -0.23 -0.1688
O -0.136 -1.210 -0.232 -0.01 -0.13 0.39 -0.0598
C 0.092 -1.859 1.019 0.15 -0.56 -0.38 -0.1459
C -0.817 -3.117 1.084 0.36 0.78 -0.49 -0.1895
N -1.952 -3.064 0.200 -0.76 -0.89 0.50 -0.0529
C -2.930 -2.072 0.619 0.37 -0.06 -0.52 -0.1898
C -4.099 -1.947 -0.320 -0.26 0.31 -0.08 -0.4172
C -3.698 -1.825 -1.786 -0.30 0.02 0.02 -0.0363
O -5.042 -3.009 -0.126 0.22 -0.29 0.08 -0.0454
C -0.683 1.097 -0.070 0.31 -0.03 -0.06 -0.3132
O -1.680 0.867 0.653 -0.67 -0.17 -0.07 -0.0351
C -0.436 2.355 -0.760 0.16 0.19 0.11 -0.2160
C -1.583 3.224 -1.187 -0.46 -0.35 0.51 -0.1748
C -2.791 3.247 -0.228 -0.04 -0.03 -0.33 -0.1787
C -3.896 2.277 -0.627 -0.66 0.28 0.23 -0.1719
C -5.305 2.797 -0.386 -0.08 0.10 -0.27 -0.1754
O -5.777 2.512 0.950 0.25 -0.53 0.18 -0.0503
C -6.173 1.229 1.127 -1.53 -0.12 -0.48 -0.3344
O -7.170 0.751 0.620 1.44 0.51 0.46 0.0611
C 0.871 2.660 -1.004 0.29 -0.18 0.04 -0.5587
I 1.484 4.417 -1.986 -0.03 -0.08 0.16 0.8514
C 1.988 1.795 -0.607 -0.29 0.54 -0.17 -0.4740
O 3.108 2.258 -0.361 0.71 -0.31 -0.41 -0.0394
H 3.132 0.324 1.532 -0.24 -0.13 0.12 0.0791
H 4.224 -1.101 1.703 -0.06 -0.26 0.07 0.0679
H 4.860 0.441 1.268 0.27 0.15 0.10 0.0831
H 3.721 0.480 -2.922 0.01 0.27 0.21 0.0771
H 3.422 -0.863 -4.003 0.08 -0.16 -0.21 0.0795
H 2.148 0.303 -3.739 -0.26 0.16 0.07 0.0858
H -0.075 -1.182 1.849 -0.19 0.30 0.06 0.1227
H 1.128 -2.189 1.028 0.28 0.08 0.24 0.1127
H -1.169 -3.202 2.106 -0.10 -0.31 0.25 0.1059
H -0.217 -3.981 0.828 0.08 -0.30 0.03 0.1047
H -1.660 -2.935 -0.754 0.17 0.27 -0.09 0.0941
H -2.467 -1.083 0.665 -0.07 0.17 0.24 0.0927
H -3.314 -2.358 1.594 -0.02 -0.01 0.27 0.1232
H -4.610 -1.022 -0.048 0.01 0.20 0.16 0.1106
H -4.396 -1.175 -2.307 -0.15 0.07 -0.16 0.0682
H -3.749 -2.801 -2.255 0.21 -0.21 -0.07 0.0784
H -2.710 -1.396 -1.907 0.27 0.08 0.02 0.0785
H -5.899 -2.672 -0.381 -0.28 0.05 -0.10 0.0725
H -1.938 2.834 -2.142 -0.01 0.09 -0.31 0.1124
H -1.264 4.241 -1.365 0.30 0.17 -0.03 0.0368
H -3.217 4.250 -0.228 0.01 0.23 -0.04 0.1007
H -2.463 3.014 0.771 0.07 0.08 0.35 0.1075
H -3.841 2.054 -1.689 0.15 -0.12 -0.24 0.1134
H -3.807 1.347 -0.077 0.34 -0.29 -0.13 0.0897
H -6.009 2.373 -1.096 -0.20 -0.17 -0.05 0.1118
H -5.354 3.874 -0.486 -0.03 0.27 0.06 0.1135
H -5.537 0.673 1.824 0.02 0.00 0.15 0.1447
O 6.200 -1.415 2.846 0.99 0.07 0.07 -0.1538
C 7.476 -1.509 2.625 -1.62 -2.06 -0.76 -0.3822
C 8.289 -0.126 3.196 1.52 1.91 0.72 -0.4120
O 9.564 -0.217 2.973 -0.81 -0.08 0.11 -0.1860
H 7.799 -1.565 1.564 -0.08 0.63 0.03 0.1022
H 8.014 -2.340 3.135 -0.01 0.38 0.43 0.0918
H 7.964 -0.084 4.261 0.06 -0.51 -0.07 0.0914
H 7.739 0.696 2.687 0.03 -0.38 -0.40 0.0963
```
Positions in Å, forces in eV/Å.

***

Question: The highest M belongs to which entry?
Answer: C22H31BrClCoN3O8S2Si2

***

Question: The lowest calculated total energy belongs to which entry?
Answer: C22H31BrClCoN3O8S2Si2

***

Question: Look up the charge of the fourth one.
Answer: -2

***

Question: Which value of M does entry 1 give?
Answer: 760.10 g/mol